47
Properties=species:S:1:pos:R:3:forces:R:3 method="wB97M-V/def2-TZVPD" multiplicity=4 relative_energy_ev=0.000 e_lumo_ev="-3.1 / -3.3" total_charge=+1 e_homo_ev="-11.283 / -11.346"
Cr -0.2217 0.7503 0.3373 -0.261 0.814 0.083
Cl 3.5682 -0.0288 0.2044 0.121 0.098 -0.197
C 2.5154 -0.6248 1.4272 -0.327 0.030 0.077
C 1.1629 -0.2745 1.4247 0.448 -0.471 0.425
C 0.4271 -0.8018 2.4755 0.704 0.055 -0.362
Cl -1.2444 -0.3041 2.4521 -0.768 0.140 0.276
C 0.8997 -1.6327 3.4725 0.056 -0.118 0.164
Cl -0.1258 -2.2202 4.7147 -0.053 0.028 -0.033
C 2.2513 -1.9684 3.4294 0.004 0.009 0.006
Cl 2.9147 -2.9980 4.6256 -0.037 0.004 0.017
C 3.0598 -1.4547 2.4123 -0.007 0.009 -0.023
Cl 4.7274 -1.8505 2.3865 0.007 -0.029 0.014
N -1.9986 1.9514 -0.3079 0.146 -0.195 0.078
C -1.9438 3.2849 0.3309 0.065 0.078 0.305
C -1.3139 3.1560 1.7101 -0.202 0.141 -0.186
N -0.0010 2.4910 1.5681 -0.040 0.046 -0.028
H -2.0343 2.0550 -1.3173 0.065 -0.099 -0.017
H -2.8586 1.4772 -0.0451 -0.007 -0.005 -0.016
H -2.9336 3.7338 0.4284 0.035 0.027 -0.103
H -1.3301 3.9415 -0.2877 -0.026 -0.051 -0.065
H -1.9461 2.5385 2.3502 0.066 -0.004 0.030
H -1.2281 4.1421 2.1719 0.010 -0.056 0.019
H 0.3832 2.2852 2.4865 0.048 -0.107 -0.046
H 0.6510 3.1388 1.1321 0.073 -0.087 -0.006
S 0.2001 -2.2899 -2.8495 -0.064 0.109 0.173
C -1.1236 -2.8588 -1.8708 0.073 0.267 0.079
C -1.8506 -4.0330 -2.0085 0.025 -0.050 -0.021
C -2.9220 -4.2367 -1.1618 0.004 -0.062 -0.058
C -3.2705 -3.2775 -0.2099 0.027 0.076 0.029
C -2.5377 -2.1170 -0.0645 0.034 0.044 0.008
C -1.4322 -1.9057 -0.8889 -0.158 -0.415 -0.145
N -0.5975 -0.7969 -0.9114 -0.018 -0.308 -0.415
C 0.2653 -0.8524 -1.9088 -0.332 -0.326 0.060
C 1.1256 0.2839 -2.1338 0.231 0.306 0.030
C 2.0293 0.3706 -3.1902 -0.168 -0.067 0.111
C 2.8039 1.5079 -3.3224 -0.003 0.008 -0.014
C 2.6590 2.5435 -2.4072 0.067 0.000 -0.061
C 1.7558 2.4397 -1.3579 -0.146 0.069 0.157
C 0.9715 1.3062 -1.1785 0.246 0.104 -0.275
H -1.5816 -4.7586 -2.7635 -0.049 -0.031 -0.004
H -3.5083 -5.1405 -1.2469 0.004 -0.019 -0.017
H -4.1321 -3.4403 0.4227 0.001 -0.025 0.008
H -2.8237 -1.3813 0.6716 -0.016 -0.028 -0.001
H 2.1173 -0.4449 -3.8983 0.053 0.017 -0.037
H 3.5084 1.5915 -4.1380 0.027 0.015 0.014
H 3.2683 3.4323 -2.5044 -0.014 0.026 -0.022
H 1.6945 3.2706 -0.6615 0.054 0.031 -0.013

=====

54
Properties=species:S:1:pos:R:3:forces:R:3 method="wB97M-V/def2-TZVPD" e_lumo_ev=0.6 smiles="CB1OBOBO1.CCOC(C)=O.CCOC(C)=O.CCOC(C)=O" e_homo_ev=-9.869
C 1.0599 0.2991 -3.2956 0.072 -0.150 0.041
B 1.5058 0.2483 -1.8120 0.359 -0.595 0.436
O 2.7317 0.7738 -1.3847 -0.301 0.799 -0.437
B 2.6903 1.5567 -0.2518 0.067 -0.660 0.165
O 1.8242 1.1637 0.7636 -0.423 0.798 -0.378
B 0.6160 0.6769 0.2851 0.389 -0.634 0.143
O 0.6622 -0.2009 -0.7830 -0.529 0.956 -0.434
H 0.8195 1.3465 -3.5148 0.016 -0.003 -0.009
H 1.8480 0.0180 -3.9951 0.010 0.009 0.028
H 0.1675 -0.2833 -3.5052 0.022 -0.040 -0.024
H 3.2876 2.5795 -0.1727 0.281 -0.193 0.142
H -0.4182 1.0664 0.7229 0.023 -0.256 0.245
C -4.8717 0.6278 -6.1541 0.012 0.004 0.009
C -3.6324 0.6519 -7.0222 0.004 0.008 0.026
O -2.4453 0.3441 -6.2789 0.022 -0.041 -0.076
C -2.0501 -0.9207 -6.0241 -0.033 0.084 0.062
C -2.9505 -2.0780 -6.3846 0.021 -0.010 -0.009
O -0.9989 -1.0858 -5.4686 -0.033 -0.063 -0.044
H -5.0633 -0.3678 -5.7543 -0.011 -0.002 -0.010
H -5.7401 0.9321 -6.7398 0.000 0.005 0.006
H -4.7589 1.3180 -5.3187 -0.004 -0.004 0.004
H -3.7251 -0.0087 -7.8850 0.013 0.001 0.002
H -3.4490 1.6552 -7.4021 -0.024 0.005 0.002
H -3.5237 -2.3398 -5.4939 -0.003 0.001 -0.010
H -2.3148 -2.9230 -6.6331 -0.009 -0.012 0.009
H -3.6461 -1.8861 -7.1953 0.006 -0.006 -0.008
C 0.2087 3.3779 6.4138 -0.005 0.014 -0.012
C -0.5463 2.8683 5.2050 -0.003 0.019 0.005
O -0.3345 3.6873 4.0474 0.003 -0.078 -0.043
C 0.7424 3.5405 3.2413 -0.032 0.053 0.054
C 1.8582 2.6081 3.6424 -0.030 -0.090 0.023
O 0.7875 4.1929 2.2345 0.023 0.008 -0.013
H 1.2865 3.3377 6.2585 0.001 -0.012 0.009
H -0.0321 2.7668 7.2846 0.000 0.006 0.002
H -0.0710 4.4099 6.6249 0.006 0.001 0.003
H -0.3083 1.8265 4.9878 -0.006 0.007 -0.011
H -1.6204 2.9262 5.3726 0.004 -0.001 0.023
H 2.6368 3.1924 4.1345 -0.017 0.035 -0.018
H 2.2571 2.1826 2.7274 0.054 0.052 0.060
H 1.5617 1.8044 4.3106 0.011 0.005 0.005
C 2.0151 -2.6206 1.2877 -0.071 -0.048 0.035
C 2.8092 -2.7546 2.5672 -0.006 0.043 -0.010
O 2.0586 -2.3133 3.7082 0.066 -0.048 0.048
C 1.1723 -3.0999 4.3546 -0.008 0.071 -0.053
C 0.8292 -4.4596 3.7947 0.001 -0.006 0.022
O 0.6461 -2.6701 5.3438 -0.016 -0.008 0.008
H 1.1387 -3.2693 1.2810 0.033 -0.041 0.007
H 2.6313 -2.8736 0.4243 0.020 0.017 0.009
H 1.6704 -1.5968 1.1749 0.048 0.027 -0.029
H 3.1858 -3.7669 2.7192 -0.024 0.000 0.029
H 3.6707 -2.0891 2.5540 0.004 -0.006 -0.033
H -0.0769 -4.3519 3.1965 0.008 -0.005 -0.003
H 0.6011 -5.1116 4.6331 -0.015 -0.007 -0.008
H 1.5977 -4.9083 3.1731 0.005 -0.007 0.009

=====

34
Properties=species:S:1:pos:R:3:forces:R:3 method="wB97M-V/def2-TZVPD" multiplicity=6 e_lumo_ev="-12.0 / -11.8" total_charge=+3 e_homo_ev="-16.654 / -16.661"
N 1.9143 -2.6390 4.1014 0.592 0.798 0.851
P 0.3862 -3.2356 3.9157 -1.273 0.541 -1.815
C -0.0477 -2.9917 2.0701 -0.999 0.453 -4.635
C 0.1912 -4.2156 0.9853 -1.209 2.450 -1.841
C -0.1553 -4.0609 -0.6230 -0.913 3.971 2.780
C -0.7505 -2.5998 -1.1601 1.076 -0.183 3.848
C -0.9703 -1.3449 -0.1275 1.617 -4.792 1.105
C -0.6282 -1.5710 1.4942 0.357 -1.341 -2.806
S -0.9363 -0.0188 2.5666 1.112 -0.259 -2.415
C -0.2544 1.3650 1.4374 0.795 1.448 -2.520
C 0.6097 2.6207 2.0391 -0.414 -0.209 -4.687
C 1.1936 3.7297 0.9753 -2.651 -3.975 -1.390
C 0.8681 3.4952 -0.6264 -0.552 -1.132 1.741
C -0.0288 2.2770 -1.2561 0.731 -0.204 6.118
N -0.3398 2.0354 -2.7143 0.853 3.980 0.096
C 0.8290 1.4657 -3.4860 3.226 -8.585 -2.538
O 0.8703 0.1078 -3.5856 -0.669 10.270 0.903
F 1.9459 2.2242 -4.0959 -4.916 -1.945 2.785
C -0.9825 3.2204 -3.3946 -1.494 2.315 -5.640
O -1.5946 2.9783 -4.5798 2.849 0.853 7.953
F -1.0239 4.6168 -2.9053 0.458 -5.981 -1.310
C -0.6243 1.1542 -0.1803 2.277 3.305 0.790
N -1.4685 -0.0135 -0.6438 1.952 0.157 1.486
H 1.8972 -1.8508 4.8085 0.335 -0.837 -0.825
H 0.3585 -4.6445 4.2238 -0.031 0.924 -0.166
H -0.4526 -2.4351 4.7737 -0.052 -0.970 -0.686
H 0.6389 -5.2547 1.3224 -1.064 2.410 -0.609
H -0.0150 -4.9091 -1.4286 -0.213 1.787 2.078
H -0.9792 -2.4331 -2.3054 0.572 -0.494 2.535
H 0.8440 2.7352 3.1838 -0.648 -0.446 -2.499
H 1.8495 4.6333 1.3630 -1.551 -2.055 -1.116
H 1.3341 4.2919 -1.3700 -1.132 -1.880 1.649
H -1.5587 -0.0664 -1.6824 1.232 -0.415 1.266
Dy -2.9200 1.3337 -3.0952 -0.253 0.040 -0.489

=====

What calculated total energy values result from the calculations? In sequence: -4717.5916; -1264.7159; -2676.7143 Ha.